# 1
C30H36N4O3V as an isolated structure. Source: the OMol25 dataset; level of theory: wB97M-V/def2-TZVPD.

Properties
- 2S+1 = 1
- HOMO energy (alpha / beta) (Eh) = -0.39963 / -0.39954
- gap between HOMO and LUMO (alpha / beta) (eV) = 6.62 / 6.60
- calculated total energy (Ha) = -2553.372116
- total charge = +1

The geometry in XYZ format:
```
74
Properties=species:S:1:pos:R:3:lowdin_charge:R:1
V 0.671 1.141 0.353 1.08
C 4.543 2.164 -0.683 0.01
C 3.093 2.470 -0.613 -0.35
O 2.339 1.471 -0.165 -0.15
C 2.524 3.644 -0.949 0.03
C 1.125 3.898 -0.799 -0.25
C 0.618 5.257 -1.158 -0.01
N 0.291 2.982 -0.366 -0.03
N -1.050 3.404 -0.314 0.13
C -1.773 2.405 0.030 -0.37
O -1.220 1.206 0.218 -0.13
C -3.225 2.522 0.247 -0.15
C -3.850 3.766 0.261 -0.02
C -5.217 3.840 0.465 -0.06
C -5.960 2.681 0.654 -0.07
C -5.339 1.441 0.637 -0.07
C -3.969 1.361 0.434 -0.02
H 4.899 1.848 0.299 0.10
H 5.109 3.031 -1.012 0.09
H 4.713 1.336 -1.373 0.10
H 3.145 4.444 -1.321 0.12
H 1.436 5.904 -1.460 0.08
H 0.086 5.690 -0.313 0.10
H -0.109 5.177 -1.967 0.10
H -3.260 4.661 0.118 0.11
H -5.706 4.805 0.481 0.11
H -7.029 2.746 0.812 0.11
H -5.919 0.539 0.779 0.11
H -3.473 0.400 0.407 0.11
C -0.312 -4.033 -3.657 -0.04
C -0.008 -2.625 -3.215 -0.24
C 0.050 -1.587 -4.134 0.01
C 0.322 -0.284 -3.733 -0.25
C 0.368 0.850 -4.722 -0.03
C 0.547 -0.045 -2.386 0.00
C 0.498 -1.066 -1.436 -0.21
C 0.214 -2.359 -1.866 0.02
N 0.720 -0.699 -0.085 0.01
C 0.746 -1.667 1.049 -0.37
C 1.165 -0.804 2.249 -0.20
C 1.101 -1.535 3.577 -0.22
C -0.288 -2.145 3.791 -0.10
C -0.632 -3.070 2.618 -0.27
C 0.417 -4.181 2.502 -0.10
C 1.804 -3.565 2.282 -0.27
C 2.145 -2.656 3.470 -0.10
C 1.809 -2.769 0.962 -0.05
C -0.649 -2.257 1.317 -0.05
H -0.474 -4.081 -4.733 0.08
H -1.208 -4.413 -3.166 0.09
H 0.510 -4.707 -3.410 0.09
H -0.126 -1.793 -5.183 0.12
H 0.258 0.487 -5.742 0.08
H 1.315 1.390 -4.657 0.08
H -0.433 1.566 -4.532 0.09
H 0.776 0.980 -2.102 0.10
H 0.144 -3.177 -1.168 0.10
H -0.593 0.397 2.542 0.17
H 2.184 -0.447 2.075 0.17
H 1.355 -0.845 4.384 0.16
H -1.058 -1.372 3.902 0.12
H -0.286 -2.704 4.730 0.13
H -1.621 -3.505 2.775 0.15
H 0.164 -4.844 1.669 0.13
H 0.421 -4.792 3.408 0.13
H 2.552 -4.355 2.208 0.15
H 3.146 -2.232 3.354 0.13
H 2.147 -3.237 4.395 0.13
H 1.622 -3.445 0.131 0.11
H 2.788 -2.311 0.788 0.14
H -1.385 -1.447 1.368 0.13
H -0.952 -2.886 0.481 0.12
O 0.921 1.641 2.095 -0.10
N 0.323 0.396 2.104 -0.11
```

***

# 2
C30H37AlBFIN3O5 as an isolated structure. Source: the OMol25 dataset; level of theory: wB97M-V/def2-TZVPD.

Properties
- 2S+1 = 1
- HOMO energy (Eh) = -0.29603
- gap between HOMO and LUMO (eV) = 7.58
- calculated total energy (Ha) = -2370.986160

The geometry in XYZ format:
```
79
Properties=species:S:1:pos:R:3:lowdin_charge:R:1
Al 0.265 1.307 -1.885 -0.31
C 1.406 3.649 1.719 0.00
C 2.563 3.392 0.804 -0.24
N 3.760 3.806 1.154 0.12
C 4.800 3.580 0.335 -0.10
C 4.697 2.926 -0.867 -0.16
C 5.909 2.754 -1.739 -0.22
O 5.986 3.714 -2.789 -0.05
C 3.425 2.452 -1.261 -0.06
C 3.242 1.738 -2.514 0.00
N 2.105 1.234 -2.793 0.08
C 1.630 0.528 -3.927 -0.27
C 2.331 0.067 -5.033 -0.02
C 1.600 -0.600 -6.004 -0.09
C 0.223 -0.775 -5.857 -0.09
C -0.444 -0.288 -4.737 -0.10
C 0.257 0.371 -3.730 -0.13
I -1.977 2.531 -1.853 0.45
C 2.325 2.691 -0.414 -0.21
O 1.093 2.321 -0.666 -0.08
H 1.730 4.286 2.537 0.08
H 1.016 2.712 2.124 0.07
H 0.583 4.118 1.178 0.09
H 5.762 3.948 0.672 0.11
H 5.950 1.738 -2.151 0.11
H 6.810 2.897 -1.143 0.12
H 5.099 3.886 -3.122 0.08
H 4.079 1.641 -3.209 0.13
H 3.397 0.223 -5.151 0.11
H 2.098 -0.975 -6.888 0.10
H -0.328 -1.290 -6.635 0.10
H -1.520 -0.414 -4.666 0.10
C -3.167 -3.121 -0.383 0.00
C -3.119 -2.297 0.891 -0.45
C -2.853 -3.197 2.090 0.00
O -2.002 -1.380 0.807 0.12
B -2.401 -0.182 1.366 -0.64
O -3.742 -0.162 1.650 0.15
C -4.346 -1.341 1.082 -0.46
C -4.990 -0.908 -0.229 0.00
C -5.402 -1.848 2.047 0.00
H -2.304 -3.788 -0.422 0.07
H -3.162 -2.486 -1.267 0.09
H -4.066 -3.738 -0.409 0.10
H -1.916 -3.732 1.928 0.09
H -3.649 -3.929 2.226 0.09
H -2.753 -2.611 3.003 0.10
H -4.249 -0.492 -0.913 0.09
H -5.714 -0.123 -0.013 0.10
H -5.509 -1.733 -0.717 0.09
H -4.985 -2.051 3.030 0.09
H -5.872 -2.756 1.666 0.10
H -6.171 -1.085 2.157 0.10
F 0.363 0.623 7.031 0.05
C -0.079 0.723 5.757 -0.29
C -0.998 1.700 5.441 0.00
C -1.443 1.795 4.129 -0.02
C -0.979 0.931 3.143 -0.23
C -1.466 1.022 1.715 -0.03
C -0.053 -0.045 3.509 -0.03
C 0.407 -0.158 4.812 0.00
H -1.350 2.373 6.210 0.12
H -2.163 2.560 3.867 0.12
H -2.038 1.940 1.569 0.11
H -0.608 1.073 1.042 0.08
H 0.310 -0.732 2.753 0.10
H 1.129 -0.909 5.099 0.12
C 1.872 -2.106 0.338 0.01
N 0.836 -2.405 -0.645 -0.13
C 0.653 -3.778 -1.084 -0.02
C 0.149 -1.420 -1.172 -0.21
O 0.343 -0.233 -0.832 0.01
H 2.159 -3.032 0.829 0.10
H 1.489 -1.402 1.072 0.08
H 2.742 -1.662 -0.147 0.11
H 0.251 -4.388 -0.275 0.09
H 1.610 -4.191 -1.400 0.10
H -0.032 -3.801 -1.928 0.10
H -0.606 -1.686 -1.912 0.16
```

***

# 3
C30H37CdN8O5 as an isolated structure. Source: the OMol25 dataset; level of theory: wB97M-V/def2-TZVPD.

Properties
- 2S+1 = 1
- HOMO energy (Eh) = -0.37429
- gap between HOMO and LUMO (eV) = 7.39
- calculated total energy (Ha) = -2147.271403
- total charge = +1

The geometry in XYZ format:
```
81
Properties=species:S:1:pos:R:3:lowdin_charge:R:1
Cd -0.092 -1.227 -0.281 1.43
O -1.945 0.479 3.747 0.02
C -3.214 0.154 3.407 -0.25
C -4.265 0.676 4.156 -0.01
C -5.569 0.365 3.833 -0.07
C -5.850 -0.475 2.760 -0.08
C -4.817 -1.002 2.018 -0.02
C -3.490 -0.695 2.323 -0.09
C -2.400 -1.276 1.536 -0.45
O -1.183 -1.046 1.821 -0.13
N -2.774 -2.119 0.572 0.04
N -1.768 -2.555 -0.157 -0.14
C -1.788 -3.685 -0.771 -0.08
C -0.562 -4.168 -1.358 -0.28
C -0.519 -5.402 -2.020 -0.01
C 0.699 -5.911 -2.420 -0.04
C 1.848 -5.172 -2.165 -0.05
C 1.716 -3.943 -1.538 -0.14
N 0.554 -3.449 -1.142 0.03
H -1.355 -0.085 3.184 0.08
H -4.031 1.304 5.001 0.12
H -6.377 0.769 4.425 0.11
H -6.872 -0.726 2.523 0.10
H -5.003 -1.670 1.192 0.11
H -2.658 -4.336 -0.749 0.13
H -1.438 -5.946 -2.182 0.12
H 0.757 -6.875 -2.905 0.12
H 2.821 -5.550 -2.427 0.11
H 2.583 -3.334 -1.317 0.11
O 0.985 2.874 4.885 -0.04
C -0.121 3.718 4.644 -0.24
N -0.841 3.182 3.527 0.11
C -0.753 3.749 2.308 -0.46
O -0.229 4.817 2.077 0.09
C -1.329 2.931 1.188 -0.09
C -2.317 3.420 0.340 0.03
C -2.670 2.662 -0.764 -0.03
C -2.013 1.463 -0.993 -0.12
N -1.058 0.997 -0.193 -0.01
C -0.733 1.715 0.876 -0.10
H 1.513 3.247 5.598 0.09
H 0.204 4.730 4.366 0.13
H -0.779 3.761 5.524 0.13
H -1.240 2.254 3.646 0.11
H -2.787 4.371 0.543 0.13
H -3.428 3.004 -1.450 0.11
H -2.243 0.857 -1.862 0.11
H 0.048 1.313 1.511 0.10
C 3.997 1.568 -2.667 -0.15
C 3.057 1.903 -1.520 -0.17
N 2.076 0.847 -1.443 0.06
C 1.499 0.289 -2.541 -0.38
N 0.494 -0.518 -2.333 -0.05
C -0.091 -1.165 -3.494 -0.24
C -0.075 -0.229 -4.700 -0.15
C 1.375 0.132 -4.979 -0.15
N 2.031 0.560 -3.755 -0.03
C 3.170 1.445 -3.937 -0.15
H 4.503 0.625 -2.458 0.12
H 4.747 2.347 -2.790 0.12
H 2.590 2.884 -1.686 0.13
H 3.597 1.935 -0.573 0.12
H 1.502 0.793 -0.613 0.07
H -1.112 -1.464 -3.236 0.10
H 0.480 -2.072 -3.738 0.11
H -0.647 0.672 -4.468 0.12
H -0.512 -0.708 -5.573 0.12
H 1.439 0.948 -5.705 0.13
H 1.901 -0.732 -5.401 0.13
H 2.819 2.437 -4.252 0.13
H 3.787 1.039 -4.745 0.13
C 3.026 0.811 2.724 0.01
C 2.888 -0.278 1.703 -0.46
C 4.110 -1.088 1.378 0.00
O 1.828 -0.486 1.137 -0.06
H 4.054 0.956 3.034 0.08
H 2.426 0.572 3.602 0.10
H 2.622 1.743 2.331 0.09
H 5.011 -0.669 1.812 0.08
H 4.212 -1.161 0.296 0.08
H 3.979 -2.103 1.751 0.10
```

***

# 4
One molecule with the formula C30H37ClN2O6. Source: the OMol25 dataset; level of theory: wB97M-V/def2-TZVPD.

Properties
- 2S+1 = 1
- HOMO energy (Eh) = -0.35051
- gap between HOMO and LUMO (eV) = 9.93
- SMILES = C[C@]12CC[C@H]3[C@@H](CC[C@]4(O)C[C@H](O)CC[C@]34/C=N/NC(=O)c3ccccc3Cl)[C@@]1(O)CC[C@@H]2C1=CC(=O)OC1
- calculated total energy (Ha) = -2186.566216

The geometry in XYZ format:
```
76
Properties=species:S:1:pos:R:3:lowdin_charge:R:1
C -1.095 1.254 -2.208 0.00
H -0.214 0.625 -2.307 0.08
H -0.972 2.115 -2.862 0.10
H -1.961 0.689 -2.543 0.08
C -1.263 1.717 -0.762 -0.35
C -0.091 2.622 -0.360 -0.11
C 1.231 1.878 -0.219 -0.12
H 1.518 1.437 -1.174 0.12
C 1.129 0.784 0.846 -0.18
C -0.023 -0.162 0.497 -0.18
C -0.180 -1.240 1.569 -0.11
C 1.110 -2.033 1.699 -0.10
H 1.309 -2.532 0.750 0.06
H 1.009 -2.799 2.470 0.13
C 2.317 -1.154 2.042 -0.43
C 2.183 -0.619 3.474 -0.05
H 1.250 -0.069 3.590 0.12
C 3.336 0.297 3.883 -0.38
C 3.428 1.463 2.906 -0.12
C 3.617 0.923 1.497 -0.12
H 3.763 1.748 0.799 0.11
H 4.528 0.319 1.497 0.13
C 2.469 0.014 1.006 -0.29
C 2.923 -0.533 -0.321 -0.06
N 2.226 -1.296 -1.052 0.07
N 2.711 -1.704 -2.241 0.06
C 1.967 -2.451 -3.109 -0.47
O 2.374 -2.733 -4.211 0.10
C 0.626 -2.842 -2.567 -0.18
C 0.515 -3.781 -1.548 -0.60
C -0.724 -4.134 -1.038 -0.09
C -1.865 -3.548 -1.557 -0.07
C -1.771 -2.629 -2.591 -0.09
C -0.529 -2.282 -3.097 -0.02
H -0.443 -1.576 -3.910 0.13
H -2.666 -2.194 -3.010 0.12
H -2.831 -3.815 -1.160 0.12
H -0.788 -4.863 -0.246 0.11
Cl 1.942 -4.549 -0.938 0.75
H 3.642 -1.408 -2.546 0.17
H 3.925 -0.227 -0.648 0.14
H 4.275 2.092 3.179 0.13
H 2.527 2.070 2.992 0.12
O 3.135 0.827 5.178 -0.02
H 3.083 0.099 5.806 0.09
H 4.275 -0.276 3.850 0.15
H 2.156 -1.485 4.141 0.14
O 3.496 -1.945 2.037 0.01
H 3.472 -2.528 1.269 0.09
H -0.446 -0.784 2.523 0.12
H -0.993 -1.910 1.286 0.12
H 0.243 -0.672 -0.436 0.13
C -1.375 0.539 0.243 -0.40
C -2.022 1.178 1.479 -0.08
H -1.260 1.571 2.148 0.12
H -2.597 0.424 2.011 0.13
C -2.926 2.303 0.955 -0.09
H -3.974 2.026 1.049 0.11
H -2.773 3.219 1.524 0.11
C -2.575 2.528 -0.533 -0.18
C -3.693 2.130 -1.436 -0.16
C -4.507 1.071 -1.411 0.07
C -5.434 1.159 -2.549 -0.47
O -6.294 0.397 -2.892 0.12
O -5.155 2.307 -3.229 0.04
C -4.090 2.986 -2.606 -0.12
H -4.431 3.978 -2.288 0.14
H -3.276 3.118 -3.327 0.14
H -4.506 0.249 -0.724 0.12
H -2.366 3.585 -0.722 0.15
O -2.295 -0.439 -0.205 0.01
H -1.915 -0.907 -0.958 0.06
H 0.912 1.262 1.804 0.14
H 1.998 2.602 0.057 0.12
H -0.319 3.106 0.591 0.13
H 0.020 3.409 -1.110 0.13
```

***

# 5
C30H37F3MgN7OSSb as an isolated structure. Source: the OMol25 dataset; level of theory: wB97M-V/def2-TZVPD.

Properties
- 2S+1 = 1
- HOMO energy (Eh) = -0.50102
- gap between HOMO and LUMO (eV) = 8.56
- calculated total energy (Ha) = -2761.629887
- total charge = +2

The geometry in XYZ format:
```
81
Properties=species:S:1:pos:R:3:lowdin_charge:R:1
Mg -1.140 -0.586 -0.132 0.63
F 6.717 -3.839 0.546 0.10
C 5.656 -3.044 0.403 -0.27
C 5.263 -2.679 -0.872 0.01
C 4.160 -1.850 -1.012 -0.11
C 3.472 -1.401 0.112 -0.39
C 3.891 -1.786 1.384 -0.12
C 4.993 -2.612 1.538 0.01
Sb 1.798 -0.150 -0.125 1.56
C 2.068 1.373 1.328 -0.40
C 1.752 1.031 2.645 -0.17
C 1.833 1.958 3.672 0.01
C 2.226 3.247 3.357 -0.27
F 2.296 4.153 4.331 0.10
C 2.541 3.626 2.065 0.01
C 2.463 2.680 1.053 -0.11
C 2.206 0.795 -1.962 -0.40
C 1.277 0.641 -2.992 -0.14
C 1.476 1.231 -4.230 0.01
C 2.626 1.975 -4.422 -0.27
F 2.826 2.550 -5.606 0.10
C 3.583 2.128 -3.433 0.02
C 3.369 1.527 -2.204 -0.11
H 5.821 -3.034 -1.727 0.13
H 3.854 -1.546 -2.006 0.10
H 3.382 -1.427 2.271 0.09
H 5.351 -2.914 2.512 0.13
H 1.433 0.021 2.890 0.09
H 1.601 1.704 4.698 0.13
H 2.847 4.645 1.869 0.13
H 2.702 2.986 0.043 0.10
H 0.390 0.029 -2.847 0.08
H 0.773 1.114 -5.043 0.13
H 4.478 2.699 -3.641 0.13
H 4.136 1.614 -1.444 0.11
C -1.646 1.863 1.547 -0.16
N -2.037 3.233 1.741 -0.07
C -3.440 3.399 1.350 -0.14
N -3.640 3.038 -0.057 -0.07
C -3.258 1.664 -0.247 -0.19
N -1.813 1.418 0.109 -0.15
C -0.989 2.375 -0.729 -0.17
N -1.378 3.743 -0.528 -0.07
C -1.206 4.089 0.887 -0.13
C -2.790 3.899 -0.887 -0.14
H -2.265 1.212 2.172 0.14
H -0.595 1.740 1.818 0.11
H -3.733 4.437 1.500 0.14
H -4.069 2.766 1.979 0.14
H -3.405 1.376 -1.290 0.13
H -3.867 1.024 0.391 0.10
H -1.115 2.101 -1.780 0.13
H 0.060 2.247 -0.452 0.09
H -1.490 5.129 1.038 0.14
H -0.158 3.965 1.165 0.12
H -2.928 3.639 -1.938 0.14
H -3.085 4.937 -0.745 0.14
C -0.723 -6.253 1.071 0.02
N -0.821 -4.874 0.614 -0.06
C -0.751 -4.463 -0.780 0.02
C -0.899 -2.976 -0.627 -0.54
O -0.945 -2.104 -1.513 -0.08
N -0.988 -2.633 0.675 0.09
C -0.934 -3.794 1.380 -0.37
N -0.985 -3.826 2.702 0.25
H -0.995 -6.910 0.250 0.11
H -1.432 -6.432 1.880 0.10
H 0.289 -6.493 1.398 0.11
H -1.558 -4.888 -1.379 0.16
H 0.209 -4.714 -1.239 0.16
H -1.113 -2.971 3.215 0.13
H -0.931 -4.688 3.218 0.13
C -5.379 -1.221 0.001 -0.36
S -3.776 -1.732 -0.646 0.79
C -4.069 -1.481 -2.409 -0.34
H -6.146 -1.900 -0.364 0.05
H -5.620 -0.203 -0.302 0.04
H -5.344 -1.282 1.087 0.05
H -4.386 -0.458 -2.608 0.04
H -4.837 -2.170 -2.753 0.06
H -3.139 -1.687 -2.935 0.04
```

***

# 6
C30H37FIO9PS2Zr as an isolated structure. Source: the OMol25 dataset; level of theory: wB97M-V/def2-TZVPD.

Properties
- 2S+1 = 1
- HOMO energy (Eh) = -0.66405
- gap between HOMO and LUMO (eV) = 2.72
- calculated total energy (Ha) = -3421.800478
- total charge = +4

The geometry in XYZ format:
```
82
Properties=species:S:1:pos:R:3:lowdin_charge:R:1
C -5.017 1.833 -1.500 -0.15
C -4.323 2.585 -0.219 -0.44
S -3.186 1.440 0.804 0.80
C -1.995 0.658 -0.470 -0.46
C -1.063 -0.555 0.217 -0.49
I -2.618 -1.181 1.729 1.32
C 0.297 -0.045 0.936 -0.36
C 0.163 0.240 2.586 -0.05
C 0.428 -1.039 3.568 -0.22
O -0.548 -1.382 4.459 0.01
O 1.664 -1.812 3.751 0.02
C 2.836 -0.970 4.020 -0.25
C 4.139 -1.179 2.992 0.00
O 2.951 -0.025 4.956 0.03
C 0.919 1.394 0.341 -0.07
C 0.443 2.798 0.980 -0.05
C -0.750 3.805 0.372 0.11
C -1.152 5.264 1.043 0.05
C -0.372 5.872 2.357 0.10
C 0.830 4.939 2.968 -0.02
C 1.695 5.505 4.278 -0.02
C 1.199 3.510 2.295 0.09
O 1.490 -0.846 0.931 -0.25
S 1.701 -2.251 0.201 0.85
O 2.810 -2.152 -0.900 -0.29
O 2.337 -3.294 1.212 -0.27
C 0.093 -3.015 -0.313 -0.34
F -0.392 -3.680 0.960 -0.07
C 0.348 -4.235 -1.351 -0.12
C 0.295 -5.744 -0.630 -0.10
C -1.219 -6.359 -0.515 -0.22
O -1.701 -6.404 0.887 -0.13
C -0.976 -1.837 -0.833 -0.37
C -0.800 -1.463 -2.409 -0.16
C 0.667 -1.151 -3.013 -0.20
O 1.375 -2.183 -3.556 -0.03
C 1.410 0.304 -3.213 -0.10
C 0.513 1.526 -3.876 -0.03
C 1.180 3.044 -4.065 -0.02
C 2.749 3.388 -3.618 0.00
C 3.650 2.179 -2.974 0.00
C 2.957 0.667 -2.798 0.03
P -2.626 -2.893 -0.890 0.76
O -3.903 -2.084 -1.335 -0.44
H -4.309 1.857 -2.444 0.09
H -5.265 0.717 -1.243 0.09
H -6.010 2.398 -1.840 0.13
H -5.189 3.054 0.447 0.13
H -3.708 3.501 -0.649 0.09
H -1.401 1.425 -1.101 0.08
H -2.770 0.202 -1.259 0.08
H -0.728 0.933 2.864 0.13
H 1.156 0.870 2.809 0.13
H 5.102 -0.614 3.359 0.11
H 4.434 -2.302 2.851 0.11
H 3.909 -0.735 1.909 0.08
H 0.739 1.493 -0.836 0.11
H 2.113 1.418 0.424 0.18
H -1.359 3.511 -0.580 0.09
H -2.036 5.899 0.559 0.14
H -0.696 6.924 2.812 0.16
H 1.270 6.523 4.672 0.12
H 1.729 4.650 5.084 0.13
H 2.801 5.723 3.888 0.15
H 2.100 2.893 2.777 0.14
H -0.353 -4.309 -2.277 0.04
H 1.455 -4.178 -1.796 0.16
H 0.926 -5.790 0.365 0.16
H 0.878 -6.448 -1.398 0.15
H -1.220 -7.489 -0.901 0.16
H -2.035 -5.801 -1.139 0.08
H -1.671 -7.362 1.211 0.14
H -1.525 -0.629 -2.829 0.14
H -1.156 -2.433 -3.016 -0.21
H -0.618 1.312 -4.172 0.09
H 0.455 3.853 -4.523 0.10
H 3.165 4.470 -3.776 0.12
H 4.766 2.402 -2.633 0.13
H 3.668 -0.153 -2.338 0.11
H -2.807 -3.766 0.236 0.07
H -2.449 -3.845 -2.005 -0.08
Zr -1.860 -3.346 -3.880 1.73
```